Entry a
The following is a quantum chemistry calculation of C4H6O4 in the gas phase, from the Open Molecules 2025 dataset.

```
14
C4H6O4 | the Open Molecules 2025 dataset | the ωB97M-V functional and the def2-TZVPD basis
C 0.41372 -0.61717 -1.53566
C 0.40177 -0.37301 -0.02980
O 1.17949 -1.38656 0.59894
O 1.03718 0.87770 0.26747
H 2.06957 -1.28544 0.22497
H 1.43851 -0.59969 -1.92411
H -0.00724 -1.59955 -1.78101
H -0.15292 0.14927 -2.07523
O 0.04594 1.93183 0.15482
O -0.08893 2.60629 1.43029
C -0.97000 -0.46505 0.50935
C -2.09644 -0.50705 0.92307
H -0.16804 1.79402 1.96077
H -3.10261 -0.52560 1.27611
```

Total charge: 0
HOMO in Eh: -0.38570

---

Entry b
The following is a quantum chemistry calculation of C4H6O4 as an isolated structure, from the Open Molecules 2025 dataset.

```
14
C4H6O4 | the Open Molecules 2025 dataset | the ωB97M-V functional and the def2-TZVPD basis
C 1.52025 -0.18642 0.67280
C 0.04394 -0.07423 0.23548
C -0.50356 -1.16799 -0.58423
C -0.18132 1.38620 -0.43656
H 3.30761 0.20011 -0.24500
H 1.52532 0.67244 1.33451
H 1.93679 -1.04796 1.24703
H -1.73170 -0.48808 1.06569
H 0.04784 -1.36765 -1.49640
H 0.83705 1.92226 -0.98755
O 2.32767 -0.18736 -0.62535
O -0.70682 0.18496 1.49307
O -1.60993 -1.71176 -0.38604
O -1.41077 1.75960 -0.51209
```

Total charge: 0
HOMO in Eh: -0.37218

---

Name the most stable of them. entry b.

---

Entry a
The following is a quantum chemistry calculation of an isolated ion of composition C6H12N3O2 and charge +1, from the Open Molecules 2025 dataset.

```
23
C6H12N3O2 | the Open Molecules 2025 dataset | the ωB97M-V functional and the def2-TZVPD basis
C -1.99751 -0.12032 -0.40188
C -0.98280 -0.93953 -1.04644
C 0.47237 1.02596 -0.32915
C -2.14967 -0.60686 1.14906
C 1.38336 -0.44108 1.14468
C 2.62115 0.41543 -0.85079
N 1.48861 0.46024 0.09172
N -0.59495 1.65243 0.10552
N -0.06077 -0.62371 -1.81332
O -1.78820 1.30279 -0.41634
O -0.51456 2.72681 0.58258
H -3.02999 -0.26704 -0.89025
H -1.17574 -1.94443 -0.86245
H -3.04058 -1.20619 1.28267
H -1.30461 -1.05435 1.53186
H -2.41459 0.28082 1.63163
H 2.38500 -0.76409 1.44225
H 0.91297 -0.13291 2.02987
H 1.04537 -1.41265 0.84128
H 2.26761 0.93212 -1.78695
H 3.41648 0.98069 -0.30955
H 2.74272 -0.56473 -1.05312
H 0.31835 0.30059 -2.07288
```

Total charge: +1
HOMO (alpha / beta) in Eh: -0.50404 / -0.50405

---

Entry b
The following is a quantum chemistry calculation of an isolated ion of composition C6H12N3O2 and charge +1, from the Open Molecules 2025 dataset.

```
23
C6H12N3O2 | the Open Molecules 2025 dataset | the ωB97M-V functional and the def2-TZVPD basis
C -0.04661 -1.70895 -0.67102
C 0.04900 -0.87248 0.39370
C -1.32917 0.98303 0.36566
C -0.52660 -1.35688 -2.03890
C 0.47143 -1.31735 1.70028
C 1.09309 1.30596 0.20786
N -0.15259 0.52490 0.23888
N -1.88841 2.12706 0.22463
N -2.58133 -0.26234 0.39592
O -2.74489 -0.72107 1.45684
O -3.02691 -0.42947 -0.67890
H 0.15740 -2.80554 -0.57461
H -1.43345 -1.89833 -2.36837
H 0.13170 -1.59836 -2.89692
H -0.87375 -0.23582 -2.11047
H 0.18398 -2.36544 1.89646
H 0.04744 -0.58956 2.38296
H 1.66175 -1.12459 1.69363
H 1.56320 1.46815 1.22265
H 1.88410 0.54663 -0.33352
H 0.96094 2.36714 -0.19801
H -1.31050 3.00068 0.07140
H -2.80502 2.33502 0.35130
```

Total charge: +1
HOMO in Eh: -0.49077

---

Entry c
The following is a quantum chemistry calculation of an isolated ion of composition C6H12N3O2 and charge +1, from the Open Molecules 2025 dataset.

```
23
C6H12N3O2 | the Open Molecules 2025 dataset | the ωB97M-V functional and the def2-TZVPD basis
C 0.88219 1.10738 0.02912
C 1.23752 -1.29014 0.02223
C 3.17594 0.08587 -0.09195
C -1.40441 1.89836 0.03734
C -1.43644 -1.00398 1.22889
C -1.47122 -0.97242 -1.22089
N 1.72369 -0.12352 -0.02963
N -0.42754 0.81638 0.03159
N -0.82983 -0.50952 0.00547
O 1.41086 2.16718 0.07645
O 1.13528 -2.43296 0.08206
H 3.54062 -0.08087 -1.10548
H 3.35116 1.12552 0.19033
H 3.69362 -0.57605 0.59923
H -1.78114 2.09469 -0.96753
H -2.23240 1.62868 0.68998
H -0.92328 2.79798 0.41428
H -2.49632 -0.74413 1.29560
H -1.34209 -2.08965 1.24511
H -0.91311 -0.59424 2.09150
H -1.42368 -0.20973 -1.99865
H -0.95494 -1.86219 -1.58226
H -2.51448 -1.23266 -1.04279
```

Total charge: +1
HOMO in Eh: -0.53560

---

Name the most stable of them. entry c.

---

Entry a
The following is a quantum chemistry calculation of C3H5FN2 in the gas phase, from the Open Molecules 2025 dataset.

```
11
C3H5FN2 | the Open Molecules 2025 dataset | the ωB97M-V functional and the def2-TZVPD basis
C 0.14927 1.60845 -0.16888
C -0.63577 0.81231 0.54995
C 0.19805 -1.37959 -0.15772
H 0.89557 1.32078 -0.85957
H -1.37642 1.33464 1.16640
H -1.24263 -1.01340 1.21160
H 0.05160 -2.43816 0.09426
H 1.57630 -1.69185 -1.39397
N -0.64383 -0.55726 0.54184
N 1.06773 -0.96893 -0.92825
F -0.03988 2.97302 -0.05566
```

Total charge: 0
HOMO in Eh: -0.30987

---

Entry b
The following is a quantum chemistry calculation of C3H5FN2 in the gas phase, from the Open Molecules 2025 dataset.

```
11
C3H5FN2 | the Open Molecules 2025 dataset | the ωB97M-V functional and the def2-TZVPD basis
C 0.82382 0.65648 1.27319
C -0.30870 -1.29565 -0.03859
C -0.27680 0.49773 0.32367
N 1.81798 0.63988 1.79962
N 0.15054 1.27211 -0.83021
F -1.57411 -1.62769 -0.58852
H -0.29825 -1.73700 0.93104
H 0.29799 -1.55847 -0.84107
H -1.25113 0.66154 0.72427
H -0.49341 1.44988 -1.69088
H 1.11207 1.04119 -1.06252
```

Total charge: 0
HOMO in Eh: -0.35160

---

Name the most stable of them. entry a.

---

Entry a
The following is a quantum chemistry calculation of a 2-piece molecular cluster, C5H15N2 overall, from the Open Molecules 2025 dataset.

```
22
C5H15N2 | the Open Molecules 2025 dataset | the ωB97M-V functional and the def2-TZVPD basis
C 0.32375 0.71024 0.56004
C -0.50451 -0.49294 0.83579
C -1.22405 -1.14765 -0.20110
C -2.49702 -0.26877 -0.60045
C -3.20159 0.15358 0.69258
N 4.84040 0.65762 -0.95203
N 1.60795 0.35020 -0.05764
H 0.53970 1.25891 1.47807
H -0.22129 1.39307 -0.10098
H 5.70555 0.77024 -0.46381
H -0.34308 -0.97040 1.80458
H -0.55432 -1.19138 -1.06260
H -1.61099 -2.13424 0.06220
H -3.12401 -0.93949 -1.16186
H -2.12869 0.54502 -1.21451
H -4.15017 0.64228 0.51238
H -2.56618 0.85622 1.23200
H 4.82471 0.56830 -1.94636
H -3.34511 -0.72584 1.32011
H 4.03797 0.42532 -0.41055
H 1.53184 -0.17046 -0.92540
H 2.05913 -0.28984 0.59953
```

Total charge: +1
HOMO in Eh: -0.43438

---

Entry b
The following is a quantum chemistry calculation of an isolated ion of composition C5H15N2 and charge +1, from the Open Molecules 2025 dataset.

```
22
C5H15N2 | the Open Molecules 2025 dataset | the ωB97M-V functional and the def2-TZVPD basis
C 0.14211 0.00671 1.52648
N -1.22141 0.01477 0.98333
C -1.84355 1.18134 0.34096
C -0.96125 1.88319 -0.68471
C 1.16124 -0.18928 0.41029
N 0.75117 -1.48339 -0.22963
C 1.37035 -1.65082 -1.57478
H 0.34300 0.92266 2.03285
H 0.19937 -0.80623 2.24439
H -1.78111 -0.41385 1.70584
H -2.69740 0.73975 -0.16635
H -2.07231 1.93934 1.09338
H -1.45277 2.78901 -1.01765
H -0.60947 1.23755 -1.48043
H -0.06452 2.25168 -0.17666
H 2.13941 -0.24864 0.86784
H 1.12205 0.58379 -0.34433
H -0.28434 -1.33823 -0.20880
H 0.96517 -2.28899 0.34594
H 2.31927 -1.12061 -1.62889
H 0.72447 -1.34176 -2.36396
H 1.75050 -2.66799 -1.67511
```

Total charge: +1
HOMO in Eh: -0.48713

---

Name the most stable of them. entry b.

---

Entry a
The following is a quantum chemistry calculation of a 2-piece molecular cluster, C5H15N2 overall, from the Open Molecules 2025 dataset.

```
22
C5H15N2 | the Open Molecules 2025 dataset | the ωB97M-V functional and the def2-TZVPD basis
C -1.58476 -0.58524 2.11702
N -1.32874 -0.37330 0.66473
C -2.08907 -1.29699 -0.21107
H -1.22355 0.27686 2.66590
H -2.64520 -0.73313 2.26996
H -1.01334 -1.44714 2.44606
H -0.31491 -0.48864 0.43946
H -1.54910 0.58887 0.40894
H -1.83030 -2.31991 0.05339
H -1.84651 -1.08842 -1.24708
H -3.15329 -1.15973 -0.03803
C 2.28290 1.28050 0.19712
C 1.34995 0.67536 -0.79863
C 0.63457 1.35244 -1.69492
N 1.19796 -0.73514 -0.65627
H 3.29903 0.93674 0.02475
H 2.02937 0.97770 1.21708
H 2.28013 2.36257 0.14418
H 0.01767 0.80665 -2.40076
H 0.70908 2.42548 -1.77771
H 2.05163 -1.16291 -0.31480
H 0.97707 -1.17022 -1.54565
```

Total charge: +1
HOMO in Eh: -0.46641

---

Entry b
The following is a quantum chemistry calculation of an isolated ion of composition C5H15N2 and charge +1, from the Open Molecules 2025 dataset.

```
22
C5H15N2 | the Open Molecules 2025 dataset | the ωB97M-V functional and the def2-TZVPD basis
C -0.51878 -1.99558 0.36552
C -0.59432 -1.43289 -1.07764
C -0.51082 0.01146 -1.52833
C -0.73233 1.15408 -0.50762
N 0.60216 1.28158 0.20490
C 0.78042 2.34088 1.38051
N 0.76486 -1.48538 0.84375
H -1.50079 -1.67925 0.87213
H -0.52686 -3.11595 0.31304
H -1.61337 -1.75474 -1.42946
H 0.06861 -2.13539 -1.51760
H 0.52046 0.15563 -2.03459
H -1.20666 0.27587 -2.20063
H -0.94787 2.15702 -0.98765
H -1.43485 0.91301 0.15753
H 1.34345 1.60663 -0.48624
H -0.17413 2.11137 1.99079
H 1.70042 2.21352 1.98971
H 0.49420 3.39776 0.96457
H 0.84425 0.30892 0.61837
H 0.71535 -1.50738 1.95338
H 1.60358 -1.98816 0.66136
```

Total charge: +1
HOMO in Eh: -0.51386

---

Entry c
The following is a quantum chemistry calculation of an isolated ion of composition C5H15N2 and charge +1, from the Open Molecules 2025 dataset.

```
22
C5H15N2 | the Open Molecules 2025 dataset | the ωB97M-V functional and the def2-TZVPD basis
C -1.31892 1.04715 0.73204
C -0.87938 0.08874 -1.60756
C 1.42070 -1.26429 0.57947
C 1.62437 0.98785 -0.31772
C -0.68008 -0.07625 -0.09189
N -1.43524 -1.23799 0.40663
N 0.76992 0.01193 0.43962
H -0.78953 1.99433 0.57831
H -2.28159 1.24629 0.39422
H -1.25106 0.60145 1.71313
H 0.05374 -0.30301 -2.08267
H -1.80339 -0.41441 -1.76146
H -1.07780 1.06402 -1.84153
H 1.47689 -1.77253 -0.45655
H 2.44999 -0.91500 0.94242
H 0.87625 -1.93628 1.24746
H 2.18039 0.43882 -1.02763
H 1.01838 1.71416 -0.88013
H 2.17813 1.58578 0.36291
H -1.36757 -2.13192 -0.03822
H -1.75230 -1.20960 1.33803
H 0.58810 0.48076 1.37111
```

Total charge: +1
HOMO in Eh: -0.51433

---

Entry d
The following is a quantum chemistry calculation of an isolated ion of composition C5H15N2 and charge +1, from the Open Molecules 2025 dataset.

```
22
C5H15N2 | the Open Molecules 2025 dataset | the ωB97M-V functional and the def2-TZVPD basis
N 1.76953 0.22406 -1.29123
C 2.18111 1.03159 -0.10205
C 0.99525 1.08753 0.83229
N 0.40188 -0.38508 0.80517
C -0.98434 -0.71389 1.27083
C -2.12337 -0.40879 0.27275
C -1.83461 -0.71947 -1.17748
H 1.06525 -1.01155 1.25193
H 1.35551 0.73215 -2.05770
H 2.57514 -0.15348 -1.76109
H 3.00673 0.47195 0.31779
H 2.43559 2.00849 -0.48661
H 1.26784 1.15913 1.87598
H 0.11003 1.67537 0.62106
H 0.49996 -0.48835 -0.22938
H -1.06568 -0.29857 2.27280
H -0.96778 -1.80904 1.31172
H -2.29835 0.67114 0.38479
H -3.04152 -0.85073 0.65560
H -2.49701 -0.11963 -1.80734
H -2.00404 -1.75041 -1.48132
H -0.84712 -0.35242 -1.47849
```

Total charge: +1
HOMO in Eh: -0.53191

---

Name the most stable of them. entry a.